ORCA calculation (the ωB97M-V functional and the def2-TZVPD basis) on a structure of composition C20H24BrErNOP2 in a non-equilibrium geometry.

Structure (ORCA input):
```
! RIJCOSX wB97M-V def2-TZVPD def2/J DEFGRID3
* xyz 1 4
C 3.284 -1.639 -1.527
C 2.451 -0.617 -1.074
C 1.384 -0.235 -1.942
C 0.710 -1.326 -2.585
C 1.467 -2.525 -2.882
C 2.778 -2.642 -2.398
C -0.691 -1.132 -2.650
C -1.249 0.169 -2.695
C -0.427 1.149 -2.044
C -1.132 2.151 -1.356
C -2.330 2.600 -1.912
C -3.108 1.749 -2.754
C -2.604 0.495 -3.107
H 4.339 -1.653 -1.182
H 1.022 -3.345 -3.490
H 3.478 -3.418 -2.764
H -1.349 -2.039 -2.889
H -2.660 3.616 -1.657
H -4.064 2.143 -3.145
H -3.225 -0.194 -3.731
N 0.926 1.042 -1.937
Er -1.404 -1.746 1.140
C 2.576 0.006 0.299
H 2.242 1.056 0.284
H 3.585 -0.098 0.760
C -0.632 2.484 0.021
H 0.476 2.429 0.040
H -1.050 3.457 0.382
P 1.312 -0.903 1.418
P -1.200 1.192 1.253
C -2.958 1.612 1.521
H -3.384 1.090 2.403
H -2.986 2.700 1.672
H -3.561 1.340 0.638
C -0.415 2.027 2.673
H -1.044 2.906 2.881
H -0.358 1.372 3.549
H 0.595 2.352 2.384
C 1.883 -2.659 1.396
H 2.920 -2.689 1.759
H 1.252 -3.309 2.035
H 1.838 -3.052 0.355
C 1.953 -0.268 2.995
H 1.224 -0.452 3.794
H 2.901 -0.782 3.189
H 2.123 0.815 2.910
C -1.149 -1.145 3.563
O -1.025 -0.901 4.696
H -0.877 -1.327 -0.537
Br -3.837 -1.857 0.251
*
```

The value obtained for the frontier orbital gap (spin up / spin down) is 5.43 / 5.46 eV. The molar mass is 603.5 g/mol. The calculation puts the total energy at -140900.172 eV. Its HOMO energy (spin up / spin down) is -0.3721 / -0.3719 Eh.